No. 1
This record from the Open Molecules 2025 dataset describes a 9-piece molecular cluster, C33H67NO21S5 overall. The level of theory is ωB97M-V with the def2-TZVPD basis set.

XYZ file:
```
127
Properties=species:S:1:pos:R:3:lowdin_charge:R:1
C 1.66 -3.16 3.37 -0.04
C 1.49 -2.00 4.34 -0.19
O 2.84 -1.50 4.59 0.05
C 3.01 -0.40 5.26 -0.58
O 4.10 0.06 5.56 0.10
O 1.84 0.21 5.61 -0.04
C 1.96 1.52 6.02 -0.08
H 2.35 -2.83 2.57 0.08
H 0.68 -3.41 2.96 0.08
H 2.09 -4.05 3.85 0.08
H 1.06 -2.25 5.28 0.12
H 1.02 -1.20 3.82 0.06
H 0.97 1.74 6.41 0.09
H 2.18 2.17 5.16 0.11
H 2.68 1.69 6.85 0.11
C 4.88 1.13 -1.85 -0.03
C 3.89 0.81 -0.74 -0.19
O 4.64 0.87 0.46 0.03
C 4.72 2.06 0.98 -0.61
O 4.19 3.05 0.59 0.11
O 5.41 2.08 2.14 0.01
C 6.05 0.89 2.65 -0.01
H 5.74 0.43 -1.65 0.10
H 5.17 2.18 -1.84 0.08
H 4.51 0.84 -2.83 0.07
H 3.65 -0.25 -0.85 0.11
H 3.10 1.52 -0.57 0.08
H 6.65 0.46 1.85 0.10
H 5.26 0.21 3.07 0.10
H 6.63 1.23 3.45 0.08
C -1.04 0.42 3.22 -0.05
C -1.80 0.44 4.52 -0.17
O -2.94 -0.48 4.54 0.02
C -2.58 -1.76 4.71 -0.59
O -1.41 -2.15 4.72 0.09
O -3.69 -2.50 4.91 0.00
C -3.33 -3.92 4.77 -0.02
H -1.74 0.56 2.37 0.08
H -0.40 -0.46 3.20 0.04
H -0.29 1.20 3.27 0.09
H -2.30 1.38 4.72 0.13
H -1.14 0.16 5.32 0.11
H -4.27 -4.42 4.76 0.08
H -2.69 -4.34 5.57 0.11
H -2.83 -4.06 3.79 0.10
C -0.16 -0.14 -0.57 0.06
N 1.03 -0.73 0.11 -0.40
O 1.21 -0.43 1.24 0.09
O 1.72 -1.46 -0.59 0.04
H -0.75 0.43 0.12 0.06
H -0.76 -0.90 -0.98 0.05
H 0.28 0.46 -1.38 0.09
C -5.39 3.76 -1.18 -0.22
C -4.55 3.33 -2.38 -0.21
C -3.10 3.65 -2.04 -0.21
S -2.96 3.27 -0.27 0.68
O -2.25 4.30 0.43 -0.31
O -2.54 1.88 -0.21 -0.35
C -4.72 3.20 0.07 -0.21
H -6.41 3.45 -1.30 0.11
H -5.50 4.84 -1.18 0.12
H -4.90 3.91 -3.24 0.12
H -4.68 2.25 -2.51 0.12
H -2.90 4.70 -2.14 0.09
H -2.36 3.04 -2.56 0.10
H -4.97 3.73 1.01 0.12
H -4.93 2.14 0.20 0.06
C 1.71 4.73 0.86 -0.18
C 2.26 5.53 -0.38 -0.20
C 2.41 4.55 -1.50 -0.23
S 0.97 3.52 -1.37 0.69
O 1.06 2.29 -2.10 -0.32
O -0.25 4.31 -1.59 -0.33
C 1.13 3.41 0.40 -0.23
H 0.96 5.29 1.43 0.11
H 2.53 4.57 1.59 0.11
H 3.23 5.94 -0.10 0.11
H 1.70 6.42 -0.61 0.11
H 3.18 3.80 -1.35 0.08
H 2.47 5.01 -2.49 0.12
H 1.92 2.66 0.58 0.09
H 0.18 3.13 0.77 0.08
C -0.99 -1.58 -5.61 -0.21
C -0.97 -1.41 -4.13 -0.28
C -1.73 -2.56 -3.57 -0.23
S -3.22 -2.56 -4.54 0.68
O -4.25 -1.79 -3.83 -0.35
O -3.59 -3.86 -5.00 -0.32
C -2.51 -1.61 -5.95 -0.19
H -0.58 -2.58 -5.87 0.12
H -0.49 -0.77 -6.12 0.12
H -1.52 -0.52 -3.87 0.12
H 0.08 -1.32 -3.75 0.11
H -1.93 -2.42 -2.50 0.07
H -1.27 -3.55 -3.84 0.13
H -2.96 -0.65 -5.98 0.09
H -2.89 -2.19 -6.80 0.10
C -4.56 -0.46 1.64 -0.18
C -5.60 -0.56 0.44 -0.17
C -4.76 -1.16 -0.70 -0.22
S -3.66 -2.38 0.02 0.66
O -2.31 -2.18 -0.43 -0.34
O -4.22 -3.68 -0.14 -0.30
C -3.82 -1.83 1.72 -0.21
H -5.14 -0.32 2.56 0.11
H -3.85 0.32 1.39 0.08
H -5.91 0.46 0.21 0.09
H -6.42 -1.15 0.78 0.11
H -4.08 -0.48 -1.24 0.11
H -5.37 -1.79 -1.33 0.09
H -2.82 -1.75 2.13 0.09
H -4.42 -2.59 2.26 0.11
C 4.23 -4.20 -2.75 -0.23
C 5.10 -3.57 -3.80 -0.22
C 4.16 -2.93 -4.79 -0.25
S 2.65 -2.49 -4.01 0.66
O 1.60 -3.28 -4.63 -0.31
O 2.60 -1.06 -4.02 -0.32
C 3.14 -3.20 -2.43 -0.23
H 4.79 -4.42 -1.86 0.11
H 3.81 -5.16 -3.08 0.13
H 5.74 -4.32 -4.26 0.12
H 5.74 -2.82 -3.34 0.12
H 3.83 -3.61 -5.60 0.11
H 4.55 -2.04 -5.30 0.11
H 2.30 -3.63 -1.90 0.10
H 3.59 -2.36 -1.87 0.10
```

Summary:
F_max in hartree/bohr: 0.057
LUMO level in hartree: 0.01377
Gap between HOMO and LUMO in eV: 10.08
Energy relative to the best compared isomer or geometry (same formula, charge and spin) in kcal/mol: 0.0
Net charge: 0
Calculated total energy in eV: -133966.7860
Multiplicity: 1

=====

No. 2
This record from the Open Molecules 2025 dataset describes C33H68AlCl2F6LiMgN3NaO14P2S3 as an isolated structure. The level of theory is ωB97M-V with the def2-TZVPD basis set.

XYZ file:
```
135
Properties=species:S:1:pos:R:3:lowdin_charge:R:1
C -0.19 -4.33 4.54 -0.07
C -0.35 -4.39 3.01 -0.13
C 0.88 -4.87 2.32 -0.49
O 1.71 -5.55 2.83 0.15
O 0.99 -4.52 1.01 -0.07
C 1.89 -3.47 0.71 -0.16
C 2.07 -3.50 -0.81 -0.05
C 1.05 -2.64 -1.54 -0.43
F -0.17 -2.78 -0.84 0.01
N 0.83 -3.02 -2.89 0.03
C 0.62 -4.47 -3.12 -0.13
C 1.86 -5.06 -3.73 -0.26
O 1.87 -6.01 -4.46 0.07
C 1.43 -1.10 -1.42 -0.21
O 0.47 -0.53 -0.55 -0.15
C 0.49 0.69 0.22 -0.48
C -0.39 1.69 -0.57 -0.17
C -1.15 2.73 0.24 -0.30
C -2.66 2.50 0.28 -0.44
S -3.18 1.51 1.67 1.05
C -3.15 2.61 3.07 -1.00
S -2.43 4.08 3.01 0.83
N -3.82 2.06 4.14 -0.19
C -3.91 2.94 5.31 -0.26
C -4.88 4.12 5.11 -0.09
C -3.40 0.67 4.48 -0.24
C -4.48 -0.36 4.18 -0.07
C 1.88 1.27 0.48 -0.61
Cl 2.98 0.18 1.41 0.73
C 2.10 2.67 1.08 -0.68
C 1.51 3.06 2.43 -0.10
Cl 1.86 3.94 -0.18 0.72
P -0.63 0.19 1.70 1.18
C 0.27 -0.28 3.21 -0.22
C -1.40 -1.39 1.22 -0.36
C -2.31 -1.38 -0.01 -0.10
P 1.42 -0.28 -3.08 0.51
O 0.09 -0.16 -3.70 -0.23
O 2.05 1.17 -2.74 -0.29
O 2.56 -0.92 -4.00 -0.14
H -0.70 -3.44 4.93 0.06
H -0.65 -5.19 5.01 0.06
H 0.86 -4.29 4.83 0.07
H -0.67 -3.41 2.63 0.07
H -1.18 -5.06 2.78 0.11
H 2.85 -3.70 1.17 0.14
H 1.54 -2.51 1.08 0.09
H 2.03 -4.55 -1.08 0.13
H 3.09 -3.15 -1.02 0.13
H -0.02 -2.55 -3.19 0.12
H 0.34 -5.01 -2.21 0.11
H -0.16 -4.58 -3.87 0.14
H 2.81 -4.53 -3.50 0.12
H 2.47 -1.07 -1.10 0.11
H 0.21 2.21 -1.31 0.09
H -1.08 1.06 -1.14 0.11
H -0.80 2.88 1.26 0.01
H -0.99 3.70 -0.24 0.11
H -2.96 1.96 -0.62 0.09
H -3.19 3.46 0.25 0.06
H -2.92 3.27 5.66 0.11
H -4.32 2.31 6.11 0.12
H -5.78 3.98 5.71 0.07
H -4.39 5.05 5.39 0.07
H -5.16 4.20 4.06 0.06
H -2.48 0.40 3.96 0.06
H -3.17 0.64 5.55 0.12
H -4.89 -0.22 3.17 0.06
H -5.30 -0.28 4.89 0.08
H -4.08 -1.37 4.23 0.08
H 2.37 1.32 -0.49 0.06
H 3.18 2.70 1.21 0.08
H 1.58 4.14 2.54 0.09
H 0.48 2.75 2.59 0.03
H 2.15 2.62 3.20 0.09
H -0.46 -0.84 3.81 0.05
H 0.61 0.56 3.80 0.05
H 1.08 -0.97 3.00 0.03
H -2.02 -1.61 2.10 0.08
H -0.63 -2.16 1.17 0.06
H -3.35 -1.25 0.30 0.07
H -2.25 -2.36 -0.49 0.09
H -2.07 -0.62 -0.74 0.06
H 2.86 1.41 -3.25 -0.16
H 2.31 -0.70 -4.92 0.07
Mg 4.62 2.54 -2.64 0.84
C 5.29 4.87 -0.84 -0.50
O 5.89 5.80 -1.53 -0.25
H 5.60 4.77 0.23 0.08
H 4.17 4.97 -0.74 0.00
H 5.46 3.77 -1.21 -0.07
C 2.22 -0.77 -8.58 -0.07
C 2.81 0.55 -8.19 -0.25
O 3.23 0.57 -6.78 -0.20
H 1.36 -0.99 -7.95 0.09
H 1.88 -0.69 -9.62 0.09
H 2.92 -1.61 -8.50 0.08
H 2.06 1.34 -8.27 0.11
H 3.66 0.83 -8.81 0.12
H 3.87 -0.15 -6.71 0.07
C -4.95 4.82 -1.84 -0.86
O -5.79 5.59 -2.38 -0.04
O -5.18 3.46 -2.17 0.01
O -3.93 5.06 -1.19 0.01
H -6.01 3.57 -2.66 0.10
Li 4.40 1.55 -5.46 0.52
C -4.13 -8.47 3.58 -0.01
C -2.92 -7.57 3.71 -0.54
O -3.03 -6.35 3.74 0.02
N -1.71 -8.17 3.78 0.02
C -1.40 -9.58 3.75 -0.07
H -5.02 -7.84 3.53 0.08
H -4.08 -9.07 2.67 0.09
H -4.22 -9.13 4.44 0.08
H -0.94 -7.52 3.86 0.13
H -0.88 -9.88 4.67 0.08
H -0.75 -9.81 2.90 0.09
H -2.31 -10.17 3.66 0.07
F -0.74 -5.51 -0.19 -0.47
Na -4.10 4.93 -4.04 0.82
C 4.01 8.29 0.18 -0.26
S 5.05 7.66 1.50 0.80
O 4.31 6.53 2.13 -0.57
C 4.85 9.08 2.59 -0.28
H 3.97 7.51 -0.59 0.03
H 3.01 8.49 0.57 0.06
H 4.46 9.19 -0.24 0.06
H 3.80 9.23 2.81 0.06
H 5.27 9.96 2.10 0.05
H 5.40 8.86 3.50 0.05
F -0.65 2.19 -8.48 -0.20
Al -0.63 1.46 -10.02 -0.19
F 0.91 1.73 -10.67 -0.19
F -1.84 2.10 -10.99 -0.18
F -0.81 -0.21 -9.82 -0.18
```

Summary:
F_max in hartree/bohr: 0.031
LUMO level in hartree: -0.21345
Gap between HOMO and LUMO in eV: 1.55
Energy relative to the best compared isomer or geometry (same formula, charge and spin) in kcal/mol: 0.0
Net charge: 0
Calculated total energy in eV: -177555.5719
Multiplicity: 1